(1)
2 unconnected molecules or ions with the total composition C3H9O2S in a non-equilibrium geometry, computed with the ωB97M-V functional and the def2-TZVPD basis.

The value obtained for the HOMO energy (alpha / beta) is -9.392 / -9.393 eV. As for the HOMO-LUMO gap (alpha / beta): 0.371 / 0.242 hartree. As for the energy relative to the best compared isomer or geometry (same formula, charge and spin): 22.9 kcal/mol. For the largest force on an atom, the calculation gives 2.7 eV Å⁻¹. The spin multiplicity is 2.

Atoms and positions in Å:
C (0.5755, 0.8905, -0.0577)
O (-0.6263, 1.4636, 0.1842)
C (0.5558, -0.5959, -0.5555)
C (0.1183, -1.2970, 0.7522)
S (1.5094, -1.9282, 1.7645)
H (1.3094, 0.9185, 0.7760)
H (1.2215, 1.4552, -0.7772)
H (-0.2636, -0.7463, -1.2823)
H (1.4949, -0.9002, -1.0106)
H (-0.5019, -2.1276, 0.4337)
H (-0.5769, -0.7155, 1.3762)
H (0.8764, -3.0033, 2.3166)
H (-2.2068, 2.8859, -1.2060)
H (-1.4260, 1.6368, -1.0136)
O (-2.0597, 2.0634, -1.7003)

***

(2)
2 unconnected molecules or ions with the total composition C3H9O3 in a non-equilibrium geometry, computed with the ωB97M-V functional and the def2-TZVPD basis.

The value obtained for the HOMO energy is -2.462 eV. As for the HOMO-LUMO gap: 0.239 hartree. As for the energy relative to the best compared isomer or geometry (same formula, charge and spin): 34.0 kcal/mol. Its charge is -1. For the largest force on an atom, the calculation gives 3.4 eV Å⁻¹.

Atoms and positions in Å:
C (-0.4368, 0.6384, -0.4209)
O (-0.4917, 1.6852, -1.2093)
C (-0.5521, -0.7329, -1.1305)
C (-0.0480, -1.7548, -0.1858)
O (1.3827, -1.5204, 0.1733)
H (0.4520, 0.5633, 0.3051)
H (-1.2942, 0.5872, 0.2496)
H (-0.1113, -0.6904, -2.0520)
H (-1.6617, -0.8552, -1.2488)
H (-0.5621, -1.6111, 0.7765)
H (-0.1051, -2.7920, -0.4938)
H (1.6105, -1.0519, -0.5898)
H (0.0421, 2.9860, 1.7812)
H (0.9271, 1.8340, 1.8876)
O (0.8485, 2.7147, 2.1576)

***

(3)
2 unconnected molecules or ions with the total composition C3H9O3 in a non-equilibrium geometry, computed with the ωB97M-V functional and the def2-TZVPD basis.

The value obtained for the HOMO energy is -3.098 eV. As for the HOMO-LUMO gap: 0.257 hartree. As for the energy relative to the best compared isomer or geometry (same formula, charge and spin): 10.0 kcal/mol. Its charge is -1. For the largest force on an atom, the calculation gives 2.1 eV Å⁻¹.

Atoms and positions in Å:
C (-0.3550, 0.8413, -0.1994)
O (-1.4309, 0.1001, 0.1486)
C (0.8880, 0.5223, 0.7321)
C (1.6131, -0.7079, 0.2794)
O (2.3365, -1.4943, 1.2641)
H (-0.0382, 0.5214, -1.2386)
H (-0.4854, 1.9448, -0.2287)
H (0.4580, 0.3052, 1.7454)
H (1.4953, 1.4081, 0.9685)
H (0.9288, -1.3441, -0.2890)
H (2.4041, -0.4125, -0.4210)
H (1.6755, -1.5680, 1.9458)
H (-3.7400, -0.5668, -1.6247)
H (-2.5186, 0.2438, -1.1919)
O (-3.2312, 0.2066, -1.8904)

***

(4)
A molecular structure, C3H9O3Rh in a non-equilibrium geometry, computed with the ωB97M-V functional and the def2-TZVPD basis.

The value obtained for the HOMO energy (alpha / beta) is -10.500 / -15.644 eV. As for the HOMO-LUMO gap (alpha / beta): 0.267 / 0.269 hartree. Its charge is +1. For the largest force on an atom, the calculation gives 5.5 eV Å⁻¹. The spin multiplicity is 6.

Atoms and positions in Å:
Rh (1.1615, 1.1532, -0.0845)
O (0.9592, 3.2840, -1.3751)
H (0.5980, 3.9834, -0.8240)
C (0.8769, -1.3070, 1.8180)
O (0.5064, -0.6603, 0.6132)
C (-0.7810, -1.0228, 0.1139)
C (-0.9590, -0.3721, -1.2465)
H (1.7851, -0.8161, 2.1856)
H (0.0752, -1.2138, 2.5655)
H (1.0814, -2.3681, 1.6153)
H (-1.5393, -0.6541, 0.8244)
H (-0.8384, -2.1201, 0.0438)
H (-2.0123, -0.5176, -1.5456)
H (-0.3429, -0.9129, -1.9902)
O (-0.6288, 0.9821, -1.1799)
H (0.0580, 2.5621, -1.5341)

***

(5)
2 unconnected molecules or ions with the total composition C3H9O4S in a non-equilibrium geometry, computed with the ωB97M-V functional and the def2-TZVPD basis.

The value obtained for the HOMO energy (alpha / beta) is -11.414 / -15.253 eV. As for the HOMO-LUMO gap (alpha / beta): 0.298 / 0.196 hartree. Its charge is +1. For the largest force on an atom, the calculation gives 6.7 eV Å⁻¹. The spin multiplicity is 3.

Atoms and positions in Å:
C (1.7568, 1.6706, -1.4529)
C (-1.1474, -1.5562, -0.3463)
C (-2.1259, -0.0089, 1.1570)
O (2.1193, 0.0701, 2.0482)
O (2.1628, -1.0963, -0.1412)
O (1.9435, 1.3938, -0.0141)
O (-1.1379, -0.2466, 0.2175)
S (2.2847, 0.0510, 0.6446)
H (0.6263, 1.4829, -1.5358)
H (2.3144, 0.9968, -2.0835)
H (2.0159, 2.8060, -1.4260)
H (-2.0978, -1.9831, -0.3220)
H (-0.6556, -1.5476, -1.3239)
H (-0.6127, -2.1890, 0.3575)
H (-2.0387, -0.6870, 1.9646)
H (-2.2352, 0.9830, 1.4139)
H (-3.1725, -0.1395, 0.8425)

***

(6)
C3H9OP in the gas phase in a non-equilibrium geometry, computed with the ωB97M-V functional and the def2-TZVPD basis.

The value obtained for the HOMO energy is -6.949 eV. As for the HOMO-LUMO gap: 0.268 hartree. As for the energy relative to the best compared isomer or geometry (same formula, charge and spin): 108.3 kcal/mol. For the largest force on an atom, the calculation gives 3.0 eV Å⁻¹.

Atoms and positions in Å:
C (-1.8643, 1.0989, -0.1399)
C (2.3039, -0.5101, 0.2037)
C (-1.5746, -0.3881, -0.2506)
O (-2.1961, -1.2016, 0.6067)
P (0.3909, -0.5580, -0.3049)
H (-2.7989, 1.1982, -0.6676)
H (-1.0992, 1.7996, -0.6662)
H (-2.0016, 1.3570, 0.9386)
H (2.7812, 0.5464, -0.1125)
H (2.5294, -1.3987, -0.3319)
H (2.4259, -0.7065, 1.3157)
H (-2.6099, -0.7648, 1.3138)
H (0.5724, 0.6835, -1.0269)
H (0.6302, -1.5527, -1.3247)

***

(7)
2 unconnected molecules or ions with the total composition C3H9OPS2 in a non-equilibrium geometry, computed with the ωB97M-V functional and the def2-TZVPD basis.

The value obtained for the HOMO energy (alpha / beta) is -8.551 / -8.513 eV. As for the HOMO-LUMO gap (alpha / beta): 0.213 / 0.211 hartree. As for the energy relative to the best compared isomer or geometry (same formula, charge and spin): 111.4 kcal/mol. For the largest force on an atom, the calculation gives 3.7 eV Å⁻¹.

Atoms and positions in Å:
C (-1.6985, -1.9013, 0.8243)
C (2.3663, 1.0390, 1.5554)
C (-0.4124, 0.8333, -2.5704)
O (-1.1319, 0.8807, 1.0890)
P (-0.7444, -0.3667, 0.3535)
S (2.4742, -0.7387, 1.2129)
S (-1.4196, -0.4774, -1.7803)
H (-2.7445, -1.6845, 1.2782)
H (-1.8117, -2.3935, -0.0646)
H (-1.0907, -2.4607, 1.5405)
H (1.2963, 1.4028, 1.8944)
H (2.6189, 1.4673, 0.6565)
H (3.1047, 1.2706, 2.3006)
H (-0.2823, 0.5407, -3.5363)
H (0.5967, 0.8377, -2.0617)
H (-1.1210, 1.7507, -2.6919)

***

(8)
C3H9OPS2 in the gas phase in a non-equilibrium geometry, computed with the ωB97M-V functional and the def2-TZVPD basis.

The value obtained for the HOMO energy is -8.947 eV. As for the HOMO-LUMO gap: 0.349 hartree. As for the energy relative to the best compared isomer or geometry (same formula, charge and spin): 28.8 kcal/mol. For the largest force on an atom, the calculation gives 3.4 eV Å⁻¹.

Atoms and positions in Å:
C (1.4409, 1.0922, 0.7424)
C (0.1847, -1.4622, -1.4344)
C (0.3530, 0.7460, 1.7167)
O (-2.4925, -0.9686, -0.8708)
P (-0.9831, -0.3043, -0.7534)
S (-0.8570, 1.4889, -1.5363)
S (-0.6980, -0.6885, 1.3563)
H (1.6268, 0.1298, 0.2384)
H (0.9647, 1.7843, 0.0222)
H (2.3254, 1.5561, 1.1728)
H (0.8940, -0.8469, -1.9180)
H (0.3653, -2.2389, -0.7603)
H (-0.2445, -2.0001, -2.2820)
H (-0.2902, 1.5695, 1.9371)
H (0.5539, 0.5180, 2.8191)
H (-3.1433, -0.3753, -0.4497)

***

(9)
C3H9OPS3 in the gas phase in a non-equilibrium geometry, computed with the ωB97M-V functional and the def2-TZVPD basis.

The value obtained for the HOMO energy is -9.321 eV. As for the HOMO-LUMO gap: 0.340 hartree. As for the energy relative to the best compared isomer or geometry (same formula, charge and spin): 0.5 kcal/mol. For the largest force on an atom, the calculation gives 4.4 eV Å⁻¹.

Atoms and positions in Å:
C (-0.6368, 1.2855, -1.0108)
C (-1.1273, -0.6544, 0.6885)
C (-0.1549, 0.3183, 0.1271)
O (0.9071, -0.4642, -0.3855)
P (2.6234, 0.0190, 0.2368)
S (2.7937, 1.6217, 1.2312)
S (3.3218, -1.7892, 1.1191)
S (3.5203, 0.1381, -1.6998)
H (-0.9828, 0.7098, -1.8264)
H (-1.5890, 1.9321, -0.6914)
H (0.1139, 1.9796, -1.3921)
H (-1.0656, -1.5012, -0.0376)
H (-2.1468, -0.1151, 0.9160)
H (-0.7643, -1.0652, 1.6846)
H (0.1521, 1.0085, 0.9128)
H (2.6614, -2.4337, 0.2690)
H (2.2071, -0.0098, -1.9693)

***

(10)
2 unconnected molecules or ions with the total composition C3H9OS in a non-equilibrium geometry, computed with the ωB97M-V functional and the def2-TZVPD basis.

The value obtained for the HOMO energy is -2.497 eV. As for the HOMO-LUMO gap: 0.240 hartree. As for the energy relative to the best compared isomer or geometry (same formula, charge and spin): 18.5 kcal/mol. Its charge is -1. For the largest force on an atom, the calculation gives 1.3 eV Å⁻¹.

Atoms and positions in Å:
C (-2.1134, -0.9325, 0.0361)
S (-1.7106, 0.8304, 0.3616)
H (-3.1933, -0.9971, -0.0585)
H (-1.6714, -1.3446, -0.8690)
H (-1.7891, -1.5424, 0.8883)
C (1.4670, -0.0394, -0.7028)
O (1.5420, 0.7923, 0.4396)
C (2.4107, -1.1921, -0.5092)
H (0.4361, -0.3655, -0.8563)
H (1.6766, 0.6237, -1.5465)
H (0.6671, 1.1746, 0.6602)
H (2.0531, -1.9954, 0.1331)
H (2.6818, -1.6387, -1.4615)
H (3.3528, -0.8141, -0.1027)